(1)
32
Properties=species:S:1:pos:R:3:forces:R:3 method="wB97M-V/def2-TZVPD" fmax_ev_per_a=6.4 lumo_ev=0.427 energy_ev=-18724.9603 e_homo_ev=-9.180 relative_energy_ev=3.613 homo_lumo_gap_ev=9.61
N -0.58259 3.52894 1.10809 0.864 -0.440 0.941
C -1.00859 3.02794 -0.03791 1.898 -4.218 -1.887
N -2.08459 3.65494 -0.52491 -0.578 -2.109 -4.334
O -0.42159 1.93094 -0.62191 -2.983 4.998 2.598
H -0.09259 2.81294 1.63509 0.621 0.924 0.495
H -0.95259 4.37394 1.54209 0.169 -0.719 -0.317
H -2.39359 3.13994 -1.43491 0.187 1.765 2.413
H -2.71159 4.14494 0.07809 -0.297 0.020 -0.073
C -1.27159 -1.49406 0.49309 -1.534 2.058 -0.002
O -0.07959 -0.80206 0.17709 0.303 -1.538 0.057
H -1.61859 -1.15806 1.50409 0.191 -0.799 -0.464
H -1.15759 -2.56206 0.41309 0.271 -0.275 0.157
H -2.10959 -1.16706 -0.19891 0.805 -0.538 0.494
H -0.28959 0.11494 0.02609 -0.052 1.132 -0.328
C 2.64441 -3.33806 -1.09191 -1.935 -0.441 -0.570
O 3.74041 -3.56706 -0.27291 2.148 -1.962 -0.722
H 2.05941 -4.23606 -1.42491 0.581 0.168 0.635
H 2.86541 -2.85806 -2.03191 0.326 0.646 -0.197
H 1.94541 -2.73506 -0.50691 0.133 0.158 -0.234
H 4.35141 -4.21706 -0.75091 -1.244 1.451 1.126
C -0.38159 -0.56306 -3.11791 0.435 1.637 0.713
O 0.34441 -1.62606 -2.60191 0.708 -1.530 -0.780
H -0.09559 0.34894 -2.54091 -0.284 -0.201 -0.716
H -1.44559 -0.68706 -2.96191 -0.538 -0.122 -0.295
H -0.14259 -0.41806 -4.18891 -0.157 -0.232 0.594
H 0.23541 -1.70406 -1.65491 -0.100 0.542 0.411
C -0.23759 0.87094 3.11609 1.220 -2.992 -1.252
O 0.72141 1.84794 2.84309 0.879 0.913 0.758
H -1.11559 0.90794 2.45009 0.202 0.565 0.722
H -0.35359 0.79194 4.17109 -1.214 0.180 0.826
H 0.27141 -0.09906 2.84009 -0.853 0.457 0.124
H 1.36741 1.73494 3.56709 -0.172 0.502 -0.889

(2)
36
Properties=species:S:1:pos:R:3:forces:R:3 method="wB97M-V/def2-TZVPD" fmax_ev_per_a=2.5 lumo_ev=5.163 energy_ev=-25357.6570 e_homo_ev=0.326 homo_lumo_gap_ev=4.84 total_charge=-2
Y 10.30305 -4.43249 -7.17497 -0.178 -1.552 1.914
O 9.80532 -6.77117 -7.22384 0.391 -0.541 -0.785
H 9.31632 -7.09228 -7.98990 -0.510 0.250 0.229
O 9.33802 -4.86828 -5.16091 -0.687 0.262 0.215
H 9.18431 -4.45707 -4.30850 0.062 0.134 -0.140
O 11.97905 -5.37110 -6.00615 0.908 0.156 0.020
H 12.80645 -4.91542 -5.81813 0.032 0.000 -0.235
O 11.84348 -3.09103 -8.20912 0.227 0.240 -0.331
H 12.06781 -2.18425 -7.99002 -0.030 -0.150 -0.057
O 8.46167 -3.44407 -7.79786 -0.457 0.833 -0.407
H 7.62183 -3.01227 -7.63974 0.052 -0.221 0.058
C 10.94244 -6.02268 -10.05382 0.651 -1.428 0.750
O 10.32199 -5.19930 -9.42172 -0.252 1.068 -1.209
N 11.17865 -7.24741 -9.48155 0.417 0.491 -0.926
N 11.45754 -5.75310 -11.31405 -0.567 -0.286 0.110
H 11.47177 -8.05736 -9.99246 0.199 0.096 -0.127
H 10.93577 -7.26550 -8.46079 -0.441 0.076 0.491
H 11.22357 -4.86291 -11.70745 0.112 0.141 0.089
H 12.09620 -6.36116 -11.78492 0.059 -0.039 0.097
C 10.16157 -0.64583 -6.82457 -0.458 0.569 0.000
C 10.27325 -1.28900 -5.44150 0.894 0.159 -0.789
C 8.89351 -1.48080 -4.87368 -0.090 0.213 0.181
O 8.96197 -2.15168 -3.62279 0.278 0.290 0.115
C 8.00498 -1.74519 -2.70619 0.097 0.091 0.575
N 10.95063 -2.58411 -5.54186 0.862 0.611 1.301
H 9.49588 -1.19888 -7.49058 0.206 -0.277 0.009
H 11.13830 -0.53658 -7.29374 0.021 -0.137 0.001
H 9.75682 0.37511 -6.71193 0.016 -0.116 0.033
H 10.86115 -0.54785 -4.86523 -0.243 -0.275 0.481
H 8.30459 -2.04472 -5.60461 -0.062 -0.173 0.160
H 8.46357 -0.48271 -4.69075 -0.122 -0.053 -0.221
H 7.01268 -2.16533 -2.91262 -0.038 0.061 -0.042
H 7.93400 -0.64475 -2.62327 -0.106 -0.081 -0.262
H 8.33486 -2.07480 -1.71271 -0.138 -0.216 -0.162
H 11.95750 -2.47245 -5.67802 -0.268 0.226 -0.825
H 10.98784 -3.01416 -4.61447 -0.837 -0.423 -0.312

(3)
34
Properties=species:S:1:pos:R:3:forces:R:3 method="wB97M-V/def2-TZVPD" fmax_ev_per_a=7.8 lumo_ev="-2.962 / -9.056" s2=0.754 energy_ev=-21697.0108 e_homo_ev="-12.566 / -12.566" spin_multiplicity=2 relative_energy_ev=0.051 homo_lumo_gap_ev="9.60 / 3.51" total_charge=+1
C -22.07466 -4.18287 7.00262 -0.203 0.490 0.739
O -22.82721 -5.01432 6.18818 -0.447 -0.776 -1.436
H -22.44454 -3.16842 6.85371 0.197 0.371 0.593
H -22.24886 -4.57957 8.00281 0.477 0.695 0.556
H -21.00848 -4.15199 6.77815 -0.056 -0.438 -0.233
H -23.66021 -4.56393 6.03054 0.047 -0.346 -0.222
C -23.77756 -2.08351 10.57356 -0.033 -1.384 0.180
O -23.39348 -0.99752 9.74893 -0.374 0.416 -0.085
H -24.82915 -2.00948 10.85063 0.067 0.373 0.401
H -23.72155 -3.02044 10.01938 0.195 -0.160 -0.222
H -23.10874 -2.21622 11.42395 -0.274 0.230 0.231
H -22.47232 -0.82434 9.95648 0.191 0.278 -0.243
C -26.71708 -0.28999 13.23964 -0.532 -0.278 1.262
O -27.69236 -1.32893 13.08662 0.646 0.231 -0.434
H -25.78631 -0.58683 12.75628 -0.336 0.201 -0.554
H -27.13181 0.69160 13.01029 0.260 0.071 -0.794
H -26.41904 -0.16401 14.28050 -0.039 -0.271 0.327
H -28.51710 -1.06860 13.50331 0.042 0.093 0.135
C -26.63954 -0.68163 8.48286 5.390 -0.448 2.425
O -27.75828 -0.72710 8.09868 -7.325 -0.086 -2.814
N -26.28537 -0.03119 9.53640 -0.020 2.647 2.380
N -25.73474 -1.46472 7.98413 1.424 -1.528 -1.693
H -26.89079 0.65490 9.96398 -0.135 -0.174 -0.005
H -25.31339 0.01954 9.80624 0.383 -0.045 -0.121
H -25.92390 -2.15677 7.27322 -0.004 0.181 0.000
H -24.89459 -1.50263 8.54342 0.605 -0.413 -0.218
C -20.08705 -2.64778 11.39154 -1.937 -3.004 1.384
O -20.74667 -2.96091 12.37589 0.199 -0.042 0.050
N -19.73905 -1.45872 11.07247 0.584 6.181 0.572
N -19.68033 -3.42976 10.42163 0.354 -3.162 -1.856
H -19.70468 -0.86536 11.88907 0.202 0.744 -0.620
H -19.30648 -1.25085 10.18377 0.161 0.453 0.777
H -19.92702 -4.40910 10.43424 0.288 0.217 -0.374
H -19.17437 -2.95553 9.68732 0.002 -1.318 -0.087

(4)
38
Properties=species:S:1:pos:R:3:forces:R:3 method="wB97M-V/def2-TZVPD" fmax_ev_per_a=4.2 lumo_ev=0.636 energy_ev=-27670.8806 e_homo_ev=-9.683 relative_energy_ev=0.621 homo_lumo_gap_ev=10.32
N -1.38658 2.86673 2.22552 -0.648 0.548 0.432
C -0.33415 2.93168 1.31078 -1.496 0.111 2.264
N 0.44502 1.83811 1.39024 -0.243 -1.255 0.057
O -0.08977 3.88731 0.62968 0.056 1.407 -1.144
H -1.13283 2.37143 3.09889 -0.696 0.688 -0.971
H -2.07464 3.66015 2.26791 1.465 -1.306 0.009
H -0.10016 0.95935 1.45605 1.045 0.578 -0.252
H 1.21884 1.97061 0.76692 0.351 -0.867 -0.380
N 2.50458 4.96211 -0.06985 -0.888 -0.429 0.068
C 2.83755 4.42560 -1.28686 1.751 1.047 0.806
N 3.60374 5.33040 -2.01051 -0.861 -1.241 -2.674
O 2.65161 3.28910 -1.63818 -0.847 -0.655 -0.291
H 1.63757 4.52754 0.23256 -0.101 0.074 0.544
H 2.45050 5.97015 -0.06553 -0.045 -0.073 -0.019
H 4.32966 5.77904 -1.53609 1.018 0.796 0.873
H 3.90472 4.89074 -2.88956 0.012 0.451 0.686
N -3.16634 -2.44370 1.86443 -0.378 0.240 -0.744
C -1.95985 -2.04084 1.22165 0.062 -0.165 0.641
N -0.93169 -2.94455 1.25434 0.384 -0.075 -0.489
O -1.78626 -0.89318 0.75948 -1.358 -0.870 0.558
H -3.36845 -3.42970 2.13177 0.718 1.246 -0.622
H -4.03714 -1.90817 1.64598 1.595 -0.516 0.259
H -0.14726 -2.77942 0.53708 -1.725 -0.003 1.491
H -1.14242 -3.90093 1.53329 0.076 0.419 -0.322
N -0.20272 -4.65765 -1.52543 -0.472 0.515 -0.144
C -1.48449 -4.60532 -1.05937 -0.929 -0.896 0.791
N -2.27682 -3.55555 -1.43859 1.655 0.629 -1.139
O -1.94015 -5.47297 -0.31897 0.106 -0.042 -0.043
H 0.09832 -3.77602 -1.91114 0.844 -0.355 0.013
H 0.40898 -5.38966 -1.15728 -0.419 0.835 -0.291
H -1.92463 -2.75780 -1.95896 -0.069 -0.420 0.245
H -3.22610 -3.53641 -1.18149 -0.811 -0.251 0.448
C 1.49638 -0.97763 -0.75283 -1.727 3.074 -2.362
O 0.20251 -1.48600 -0.63853 -0.641 -0.684 -0.639
H 2.09012 -1.12155 0.06516 1.598 -0.996 2.232
H 1.95338 -1.26302 -1.68837 0.293 -0.560 -0.128
H 1.40877 0.12470 -0.84775 0.292 -0.317 -0.012
H -0.52977 -0.84469 -0.41644 1.034 -0.682 0.246

(5)
32
Properties=species:S:1:pos:R:3:forces:R:3 method="wB97M-V/def2-TZVPD" fmax_ev_per_a=7.6 lumo_ev=3.147 energy_ev=-28071.2993 e_homo_ev=-5.375 relative_energy_ev=3.199 homo_lumo_gap_ev=8.52 total_charge=-1
C -2.58816 -0.12490 -1.37921 -0.535 -0.158 -2.377
N -1.35440 -0.70510 -2.06539 0.722 2.153 1.454
C -0.46350 0.39673 -2.57601 -1.111 0.753 0.672
O -0.13745 1.42716 -1.65568 1.094 -0.379 1.349
C -2.48000 0.39061 0.03173 1.445 2.508 0.181
C -2.41344 -0.85755 0.84073 2.782 -0.181 0.581
C -1.75324 -0.78730 2.24032 0.319 -0.257 -0.637
S 0.06478 -0.38037 2.20808 -0.900 -0.991 -0.008
H -3.19322 -1.02400 -1.33543 -0.667 -0.077 0.059
H -3.17935 0.56476 -2.04943 1.062 -0.466 0.316
H -0.81309 -1.11418 -1.26406 -0.376 0.024 -1.099
H 0.52135 0.02997 -2.79119 0.097 -1.082 -1.170
H -1.01277 0.91853 -3.42058 0.802 -0.849 0.660
H -3.32421 1.11523 0.31851 0.813 -1.278 -0.390
H -1.52945 1.04537 0.14286 -1.443 -1.248 -0.215
H -1.84040 -1.66416 0.25282 -0.524 1.209 0.949
H -3.37749 -1.24474 0.88992 -1.949 -0.846 0.542
H -1.81380 -1.84675 2.51064 0.045 0.396 1.028
H -2.18763 -0.06302 2.96172 -0.176 -0.868 -0.465
H -0.11975 0.88343 2.46570 0.026 1.028 0.126
H 1.53637 2.68619 -0.04651 0.721 -0.092 0.632
H 2.45559 2.84333 1.11951 1.970 -3.773 5.326
O 2.18023 3.25977 0.41220 -2.530 4.146 -5.878
H 4.02100 -0.34864 -0.09718 -1.162 -2.177 -0.148
H 3.17826 -1.64338 -0.56369 -3.055 -0.180 -1.779
O 3.89520 -1.34390 -0.09245 4.584 2.015 2.057
H 2.40249 0.68994 -0.69638 3.898 0.975 -4.723
H 0.67269 1.08550 -1.03062 -1.708 0.586 -0.835
O 1.88902 0.56386 0.00229 -4.641 -0.281 3.551
H 1.54959 -2.06391 0.46396 0.635 0.175 1.434
H 1.13782 -0.70340 -0.39464 1.288 -2.167 1.457
O 1.11680 -1.81065 -0.32297 -1.524 1.380 -2.648

(6)
32
Properties=species:S:1:pos:R:3:forces:R:3 method="wB97M-V/def2-TZVPD" fmax_ev_per_a=3.6 lumo_ev=3.193 energy_ev=-28070.9823 e_homo_ev=-3.612 relative_energy_ev=3.516 homo_lumo_gap_ev=6.80 total_charge=-1
C -1.23488 -1.55282 1.82120 -1.607 0.646 2.681
N -1.40738 -0.12540 1.46264 0.396 -1.667 -0.724
C -1.89483 0.06169 0.08233 1.318 2.407 0.635
C -2.03200 1.63551 -0.01492 -3.022 0.556 0.180
S -0.64277 2.54318 -0.61846 1.353 0.756 0.019
C -0.90945 -0.41782 -0.96370 2.715 -0.696 0.202
O -0.97535 -1.82961 -1.32471 -1.334 -1.203 -0.089
C 0.12364 -1.84996 2.30491 0.690 1.298 1.828
H -1.44506 -2.43793 1.24098 -1.077 0.622 -1.370
H -1.91270 -1.55884 2.71286 0.256 -1.109 -0.557
H -0.45783 0.26552 1.62547 -1.052 0.267 -0.902
H -2.87167 -0.38490 -0.07614 -0.104 -0.308 0.323
H -2.91049 1.92994 -0.72365 1.144 -0.819 1.162
H -2.35702 2.04564 1.03562 0.562 -1.005 -1.842
H -0.53316 -2.44018 -0.67251 -0.603 1.652 -0.941
H 0.17453 -0.49101 -0.58963 -1.499 1.635 -0.105
H -0.91593 0.31261 -1.84532 -0.136 -1.666 0.792
H 0.30792 -2.88459 2.28438 0.016 -1.641 0.952
H 0.83520 -1.56501 1.56360 0.898 1.083 -0.360
H 0.24888 -1.36092 3.33093 0.611 -0.781 -1.471
H 2.63677 0.44341 0.42221 -0.859 0.351 2.223
H 3.22134 0.83995 -0.77181 0.478 -0.684 -0.243
O 3.12105 0.02775 -0.24252 1.032 -0.093 -2.177
H 0.36750 -1.55390 -2.74847 -2.290 -0.627 0.266
H 1.16907 -0.26998 -2.44169 -0.469 0.592 -0.255
O 1.20555 -1.17555 -2.72574 3.250 -0.524 -0.626
H 1.78429 1.57538 -2.21836 -1.099 0.064 -1.642
H 0.40999 2.07462 -2.68860 1.371 -1.182 -0.462
O 1.21351 1.53686 -3.05062 -0.267 1.540 2.302
H 1.85256 3.06831 1.41753 0.314 -3.578 -0.608
H 1.60138 1.44419 1.02558 -1.010 1.669 0.099
O 2.22736 2.09384 1.38662 0.023 2.443 0.709

What did the first record say?
32
Properties=species:S:1:pos:R:3:forces:R:3 method="wB97M-V/def2-TZVPD" fmax_ev_per_a=6.4 lumo_ev=0.427 energy_ev=-18724.9603 e_homo_ev=-9.180 relative_energy_ev=3.613 homo_lumo_gap_ev=9.61
N -0.58259 3.52894 1.10809 0.864 -0.440 0.941
C -1.00859 3.02794 -0.03791 1.898 -4.218 -1.887
N -2.08459 3.65494 -0.52491 -0.578 -2.109 -4.334
O -0.42159 1.93094 -0.62191 -2.983 4.998 2.598
H -0.09259 2.81294 1.63509 0.621 0.924 0.495
H -0.95259 4.37394 1.54209 0.169 -0.719 -0.317
H -2.39359 3.13994 -1.43491 0.187 1.765 2.413
H -2.71159 4.14494 0.07809 -0.297 0.020 -0.073
C -1.27159 -1.49406 0.49309 -1.534 2.058 -0.002
O -0.07959 -0.80206 0.17709 0.303 -1.538 0.057
H -1.61859 -1.15806 1.50409 0.191 -0.799 -0.464
H -1.15759 -2.56206 0.41309 0.271 -0.275 0.157
H -2.10959 -1.16706 -0.19891 0.805 -0.538 0.494
H -0.28959 0.11494 0.02609 -0.052 1.132 -0.328
C 2.64441 -3.33806 -1.09191 -1.935 -0.441 -0.570
O 3.74041 -3.56706 -0.27291 2.148 -1.962 -0.722
H 2.05941 -4.23606 -1.42491 0.581 0.168 0.635
H 2.86541 -2.85806 -2.03191 0.326 0.646 -0.197
H 1.94541 -2.73506 -0.50691 0.133 0.158 -0.234
H 4.35141 -4.21706 -0.75091 -1.244 1.451 1.126
C -0.38159 -0.56306 -3.11791 0.435 1.637 0.713
O 0.34441 -1.62606 -2.60191 0.708 -1.530 -0.780
H -0.09559 0.34894 -2.54091 -0.284 -0.201 -0.716
H -1.44559 -0.68706 -2.96191 -0.538 -0.122 -0.295
H -0.14259 -0.41806 -4.18891 -0.157 -0.232 0.594
H 0.23541 -1.70406 -1.65491 -0.100 0.542 0.411
C -0.23759 0.87094 3.11609 1.220 -2.992 -1.252
O 0.72141 1.84794 2.84309 0.879 0.913 0.758
H -1.11559 0.90794 2.45009 0.202 0.565 0.722
H -0.35359 0.79194 4.17109 -1.214 0.180 0.826
H 0.27141 -0.09906 2.84009 -0.853 0.457 0.124
H 1.36741 1.73494 3.56709 -0.172 0.502 -0.889